Entry 1:
C12H21ClN3O4Pd | the ωB97M-V functional and the def2-TZVPD basis

Its charge is -1. The multiplicity is 3. Its HOMO energy (alpha / beta) is -0.022 / -4.198 eV. As for the calculated total energy: -1522.8266 Ha.

```
42
Properties=species:S:1:pos:R:3:forces:R:3
C -1.529134 2.338768 0.637345 -0.08 -0.05 -0.01
H -2.630815 -2.237887 0.574991 0.06 0.04 -0.12
H 0.748168 -2.735965 -0.087115 0.06 0.03 0.03
N -1.545551 1.211400 -0.304614 0.20 0.19 -0.19
H -0.449449 -3.711858 0.793410 -0.04 -0.01 0.01
H -0.116678 -2.443249 2.838981 -0.01 -0.01 0.00
O 4.071689 0.433649 -1.607091 -0.36 -0.04 0.15
C -5.373166 0.475961 3.779679 -0.25 0.06 0.24
C -5.109490 -0.900357 1.305369 0.15 -0.09 -0.24
H -1.633879 1.950525 1.646743 0.03 -0.01 0.01
H -3.282508 0.936296 3.546206 0.00 -0.02 -0.02
C -0.298228 -2.794494 0.206971 -0.14 -0.08 0.09
H -2.365287 3.021973 0.434252 -0.03 -0.02 0.01
H -5.006850 -1.421760 0.358298 -0.02 0.02 0.05
H -3.625696 0.949745 -0.124031 -0.05 0.02 -0.03
C -2.715146 0.346725 -0.043837 -0.07 0.06 0.03
H -0.752456 2.352785 -1.876608 0.04 0.01 0.00
H -0.907829 -2.852100 -0.692940 0.02 0.01 -0.03
O 2.031239 -0.751892 -1.928631 0.46 0.18 -0.02
H -0.186455 -0.668248 2.785402 -0.01 0.01 -0.01
C 0.098419 -1.557245 2.225208 -0.11 0.02 0.05
C -3.983741 -0.227077 1.915692 -0.10 0.28 0.50
H -1.606973 0.889263 -2.379653 0.01 -0.03 -0.02
C -6.338940 -0.860492 1.984010 -0.23 0.13 0.33
H -2.532339 2.307974 -1.834290 -0.02 0.01 0.02
C -2.114827 -1.569353 1.277523 -0.08 -0.01 0.04
C -4.148472 0.434808 3.117348 0.23 -0.09 -0.29
O 1.988607 1.523160 -1.234392 0.16 -0.45 0.03
H -7.193456 -1.365617 1.540379 -0.01 0.00 0.01
H -5.473970 0.998763 4.723032 0.03 0.00 -0.02
Pd 0.354870 0.114179 -0.161869 -1.52 0.06 0.82
Cl 2.729432 0.253214 -1.145378 0.78 0.07 -0.28
O 2.719832 -0.169394 0.264452 0.05 0.04 -0.51
H -7.467507 -0.195172 3.683516 -0.02 -0.03 -0.03
C -1.616259 1.721780 -1.678426 -0.07 -0.02 0.08
N -2.688357 -0.238726 1.271738 0.20 -0.18 -0.16
C -6.503968 -0.205314 3.188224 0.23 -0.13 -0.34
H 1.165679 -1.520530 2.016929 0.04 0.02 -0.06
H -0.590182 2.879803 0.539823 0.04 0.03 -0.03
H -2.275037 -1.964633 2.282719 -0.06 -0.11 0.00
N -0.669987 -1.600029 0.971617 0.49 0.14 -0.05
H -2.731780 -0.404468 -0.845073 0.03 -0.03 -0.04
```
Forces are in eV/Å.


Entry 2:
H14IO7 | the ωB97M-V functional and the def2-TZVPD basis

Its charge is -1. The multiplicity is 1. Its HOMO energy is -5.878 eV. The value obtained for the energy relative to the best compared isomer or geometry (same formula, charge and spin) is 18.6 kcal/mol. As for the calculated total energy: -832.8785 Ha.

```
22
Properties=species:S:1:pos:R:3:forces:R:3
H -1.155773 -2.963182 -1.031136 -0.08 -0.36 -0.46
O -1.545773 0.797818 -3.234136 -0.73 0.55 -0.60
H 2.943227 0.354818 1.987864 -0.16 0.84 -0.15
H -3.502773 -0.801182 -1.143136 -0.69 -1.87 -0.80
O -0.628773 -1.693182 2.655864 -0.77 0.29 -0.40
I 0.151227 0.473818 -0.259136 -0.30 0.01 0.04
H -0.950773 0.880818 -2.497136 0.44 0.30 0.88
O -0.999773 -2.937182 -0.089136 -0.34 -1.14 -0.32
H 2.275227 -0.582182 -0.491136 0.12 0.19 0.32
O 0.359227 3.887818 0.666864 1.10 1.88 -1.56
H -0.064773 3.136818 0.316864 -0.74 -1.67 -0.92
H -1.193773 0.045818 -3.682136 0.27 -0.81 -0.64
O 3.195227 -0.887182 -0.579136 -0.01 -0.03 0.23
H -2.293773 -0.021182 -0.761136 -0.34 0.29 0.09
H -0.379773 -0.936182 2.109864 -0.16 0.08 -0.22
H 0.130227 -1.821182 3.196864 0.92 -0.28 0.70
O 2.616227 1.277818 1.947864 2.25 -0.71 1.34
H 1.777227 1.182818 1.557864 -1.83 -0.02 -1.02
H 3.163227 -1.240182 -1.462136 0.30 -0.33 -0.56
H -0.827773 -2.015182 0.015864 0.41 1.29 0.68
O -3.266773 0.023818 -0.797136 0.67 1.59 0.88
H 0.199227 3.835818 1.570864 -0.32 -0.09 2.50
```
Forces are in eV/Å.


Entry 3:
C5H17N2O | the ωB97M-V functional and the def2-TZVPD basis

Its charge is +1. The multiplicity is 1. Its HOMO energy is -13.103 eV. The value obtained for the energy relative to the best compared isomer or geometry (same formula, charge and spin) is 3.8 kcal/mol. As for the calculated total energy: -385.2346 Ha.

```
25
Properties=species:S:1:pos:R:3:forces:R:3
H 2.325348 -0.416526 -2.259064 0.06 -0.07 0.08
C -1.116260 1.890383 1.825135 -0.24 -0.26 -0.50
H 1.984102 0.839914 0.126452 0.07 -0.05 0.00
N 0.584092 0.050874 1.552829 -0.74 -0.30 0.02
H -0.294176 -2.663165 -0.358520 0.47 0.03 -0.04
O -2.109212 -0.582007 -2.187651 0.24 -0.11 0.25
H 0.907741 1.884671 2.549725 -0.02 0.00 -0.03
H -3.063242 -0.676003 -2.260229 -0.07 0.08 -0.13
H -0.999333 -1.318325 -0.989803 0.34 0.16 0.18
H -0.475612 -1.318577 0.629475 0.02 0.02 0.04
H -1.184832 1.768998 0.740172 0.04 0.01 0.06
C 1.074579 -0.986239 -0.617527 0.09 0.23 0.44
H -1.807948 -0.027437 -2.913169 -0.20 0.01 -0.11
H -1.064970 2.964201 1.980451 -0.03 0.00 0.27
H 0.283132 0.952399 -0.301170 0.04 0.13 0.16
H 1.837177 -1.651415 -0.213049 0.00 -0.04 0.03
C 0.095774 1.165158 2.389298 0.48 0.32 -0.11
H 0.667133 0.052423 -2.465222 -0.19 -0.11 -0.08
H -0.119177 0.723753 3.359744 -0.09 0.07 0.05
C 1.302036 -0.750042 -2.092875 0.17 0.05 0.09
H 1.158574 -1.665162 -2.662258 -0.07 0.02 -0.15
C 1.021485 0.325523 0.205003 0.12 -0.11 -0.50
H -2.054700 1.506559 2.221151 0.02 0.05 0.13
N -0.249646 -1.645233 -0.335607 -0.84 0.04 -0.22
H 1.297932 -0.424716 2.076701 0.35 -0.19 0.07
```
Forces are in eV/Å.


Entry 4:
C18H23N3OS | the ωB97M-V functional and the def2-TZVPD basis

Its charge is 0. The multiplicity is 1. Its HOMO energy is -8.283 eV. The value obtained for the energy relative to the best compared isomer or geometry (same formula, charge and spin) is 464.6 kcal/mol. As for the calculated total energy: -1336.6984 Ha.

```
46
Properties=species:S:1:pos:R:3:forces:R:3
C 2.952612 -2.955345 -1.834120 -3.05 0.22 -2.24
H -4.845676 -2.410316 -0.758741 1.65 -0.69 2.05
H -1.336486 1.359942 2.171342 -0.17 1.66 -1.53
O 2.118979 -3.388179 -2.820494 7.25 3.26 8.36
H -4.509988 0.273392 -1.007808 2.34 -0.97 0.25
C 2.072720 1.288851 0.405010 2.32 -0.05 -3.64
H 1.031213 1.539913 2.538302 0.35 0.92 -2.17
C -3.279664 -1.174157 0.397338 0.43 0.10 -0.73
H -3.190901 -0.825340 -1.872699 -0.50 1.19 1.75
H -3.629172 -0.582902 1.347057 0.49 -1.29 -1.76
H -2.732647 3.169743 -0.217454 0.13 -2.21 1.39
H -3.378857 -3.509675 -0.045351 -1.62 1.99 0.37
H 2.863372 -1.079610 2.623554 -1.89 -0.29 -1.73
C 2.571533 2.171906 -0.924782 -0.02 -2.27 1.36
H -4.740484 -2.776934 1.145041 1.33 0.03 -2.31
H 2.313893 3.336756 -0.967392 0.59 -2.93 0.21
H 1.997892 3.024072 1.895276 -1.37 -2.12 -0.72
H -0.483205 -2.805237 0.436163 2.71 -0.25 -0.34
H -2.109768 -1.358040 0.542039 -2.55 0.26 -0.29
C 3.763272 -0.043719 -2.081084 0.43 1.75 -1.62
N 3.963069 2.261114 -3.422142 -0.67 -5.42 3.58
C 1.962978 -1.142621 1.846844 -0.38 -0.48 0.76
C -1.474404 2.316449 1.504505 -0.31 1.25 0.39
N 4.540510 -0.487088 -3.315254 -2.45 4.00 3.21
H 1.043643 -0.635307 2.413501 2.00 -0.61 -1.64
H 2.064127 -3.498987 2.365357 -0.32 1.77 -2.44
C 2.436472 -0.340889 0.500669 1.22 1.70 -3.61
C 0.578682 -3.254947 0.643690 2.40 0.64 2.31
H -3.678412 1.912727 0.892043 2.28 0.41 -1.19
H -1.843095 3.174458 2.246563 0.62 -1.96 -1.47
H -1.195918 0.579399 -0.575252 -2.12 0.35 -0.34
C -2.279648 0.975616 -0.770010 -0.58 1.12 -0.88
C 3.425067 1.557196 -2.181891 0.23 -1.12 0.27
N 3.702361 -2.407155 -0.785792 -4.84 -1.38 -5.93
C 1.275642 2.134284 1.560737 0.83 1.10 -1.02
C -4.101605 -2.595488 0.156381 -0.34 0.95 0.65
S 4.791273 0.956747 -4.302392 -2.56 -0.50 4.28
C -0.040533 2.882183 0.881995 -0.72 0.03 0.31
C -2.633160 2.129731 0.359629 0.01 0.32 -0.02
C 3.277421 -0.955429 -0.767247 -1.30 2.86 1.10
C -3.421925 -0.194133 -0.914172 1.01 -0.08 0.79
H 0.901990 -4.258063 0.083472 -1.35 1.83 2.03
H -2.244302 1.536567 -1.816584 0.07 -1.18 2.14
C 1.554475 -2.712528 1.626790 -1.80 -1.30 -1.83
H -0.092592 2.753554 -0.280175 0.44 0.04 2.23
H 0.039245 4.057489 1.077539 -0.23 -2.65 -0.34
```
Forces are in eV/Å.


Look up the multiplicity of the first one.
3